No. 1
{
  "formula": "C3H5N3OS",
  "method": "ωB97M-V/def2-TZVPD",
  "species": ["H", "N", "C", "N", "C", "S", "C", "N", "O", "H", "H", "H", "H"],
  "positions_angstrom": [[-2.291, -1.789, -0.137], [-1.821, -0.938, 0.143], [-0.621, -1.150, -0.128], [0.441, -0.195, -0.097], [1.755, -0.590, -0.177], [3.231, -0.106, 0.318], [0.222, 1.306, -0.081], [-0.870, 1.634, 0.683], [1.022, 2.076, -0.579], [-0.087, -2.122, -0.347], [1.702, -1.718, -0.428], [-1.768, 1.003, 0.600], [-0.915, 2.592, 0.230]],
  "forces_ev_per_angstrom": [[-0.639, -0.148, 0.500], [-0.470, 0.070, -0.649], [3.608, -0.309, -0.153], [-0.084, 2.989, -0.213], [0.083, -4.014, 0.447], [-1.009, 0.680, -0.466], [0.898, -1.929, 0.665], [-1.126, 1.336, -2.422], [-1.384, -1.402, 0.610], [-1.207, 0.577, -0.048], [0.330, 1.556, 0.006], [2.385, 1.332, 0.064], [-1.385, -0.739, 1.658]],
  "total_energy_ev": -20543.8619,
  "smiles": "[H]/N=C/N(C=S)C(N)=O",
  "total_charge": 0,
  "homo_lumo_gap_ev": 8.572,
  "max_force_ha_per_bohr": 0.07857
}

***

No. 2
{
  "formula": "C4H12",
  "method": "ωB97M-V/def2-TZVPD",
  "species": ["C", "C", "H", "H", "H", "H", "H", "H", "C", "C", "H", "H", "H", "H", "H", "H"],
  "positions_angstrom": [[0.989, 1.790, -0.867], [-0.476, 2.132, -1.109], [1.131, 1.100, -0.012], [1.216, 1.045, -1.783], [1.604, 2.634, -0.896], [-0.794, 3.148, -1.191], [-0.974, 1.502, -2.057], [-1.139, 1.819, -0.341], [-0.747, -1.344, 0.874], [0.227, -2.472, 1.132], [-1.680, -1.454, 0.440], [-0.803, -0.849, 1.937], [-0.075, -0.636, 0.237], [-0.069, -3.485, 0.729], [0.396, -2.693, 2.225], [1.194, -2.237, 0.683]],
  "forces_ev_per_angstrom": [[-1.168, -3.829, -2.435], [-2.013, -2.188, -2.267], [0.048, 0.965, -0.117], [0.261, 1.913, 1.915], [1.204, 1.006, 0.146], [0.514, 0.951, -0.587], [1.489, 1.901, 2.190], [-0.296, -0.675, 1.153], [4.060, 3.117, 2.314], [0.056, -2.757, 0.456], [-1.668, -0.688, -0.723], [-0.542, -0.354, -2.234], [-1.922, -0.681, 0.926], [0.162, 1.056, 0.122], [-0.163, 0.449, -1.053], [-0.023, -0.185, 0.193]],
  "total_energy_ev": -4340.9516,
  "smiles": "CC.CC",
  "total_charge": 0,
  "homo_lumo_gap_ev": 12.124,
  "max_force_ha_per_bohr": 0.10923
}

***

No. 3
{
  "formula": "C9H12N2O3S",
  "method": "ωB97M-V/def2-TZVPD",
  "species": ["C", "C", "C", "C", "C", "C", "C", "C", "C", "N", "N", "O", "O", "O", "S", "H", "H", "H", "H", "H", "H", "H", "H", "H", "H", "H", "H"],
  "positions_angstrom": [[-4.197, 0.023, 0.076], [-3.219, -0.320, -0.901], [-3.703, 0.536, 1.270], [-1.876, -0.379, -0.606], [-2.335, 0.504, 1.588], [-1.445, 0.013, 0.646], [2.811, 1.992, -0.281], [1.719, -2.301, 0.485], [1.597, 2.079, 0.500], [0.692, -1.434, 0.066], [0.424, 2.374, -0.228], [-0.566, 2.683, 0.387], [0.570, 2.423, -1.476], [0.845, -0.233, 2.335], [0.338, -0.214, 0.934], [-5.264, -0.242, -0.174], [-3.543, -0.745, -1.920], [-4.335, 0.816, 1.972], [-1.184, -0.530, -1.424], [-1.896, 1.001, 2.498], [3.489, 1.079, -0.080], [2.583, 2.096, -1.293], [3.321, 2.865, -0.066], [2.721, -1.779, 0.531], [1.837, -3.040, -0.286], [1.401, -2.778, 1.548], [1.524, 2.141, 1.619]],
  "forces_ev_per_angstrom": [[0.882, -0.872, -1.390], [-1.772, -1.342, -0.968], [2.486, -1.786, -2.399], [-0.059, 0.923, -0.908], [0.881, 1.028, 0.349], [0.140, -0.356, 0.316], [1.167, -2.609, 0.986], [0.989, -0.637, 2.271], [-1.326, -1.472, 1.425], [-1.536, 1.074, -0.517], [2.124, 1.261, -1.463], [-1.386, 0.130, 0.284], [-1.386, -0.225, 1.115], [-1.364, 0.202, -1.078], [1.583, 0.065, 1.341], [1.196, 0.940, 0.640], [0.433, 0.963, 1.680], [-2.855, 1.466, 3.206], [0.101, -0.516, 0.291], [-0.852, -0.881, -0.824], [-1.131, 1.440, -0.154], [-0.309, -0.435, -1.566], [1.783, 1.787, 0.736], [-0.889, -0.527, 0.486], [-0.071, -0.649, -0.022], [1.183, 0.904, -2.353], [-0.012, 0.126, -1.486]],
  "total_energy_ev": -29477.4324,
  "total_charge": 0,
  "homo_lumo_gap_ev": [7.038, 7.451],
  "max_force_ha_per_bohr": 0.08822
}

***

No. 4
{
  "formula": "C14H22BCl5N3O3",
  "method": "ωB97M-V/def2-TZVPD",
  "species": ["C", "C", "C", "C", "C", "C", "Cl", "C", "C", "Cl", "N", "N", "C", "O", "C", "C", "C", "O", "C", "B", "N", "O", "H", "H", "H", "H", "H", "H", "H", "H", "H", "H", "H", "H", "H", "H", "H", "H", "H", "H", "H", "H", "H", "C", "Cl", "Cl", "Cl", "H"],
  "positions_angstrom": [[-1.991, 1.861, 3.287], [-0.808, 1.659, 2.479], [-0.798, 1.529, 0.878], [-0.481, 0.010, 0.555], [-1.446, -1.045, -0.046], [-2.921, -0.486, -0.401], [-3.808, 0.128, 1.094], [-2.865, 0.615, -1.604], [-2.951, -0.139, -3.029], [-4.257, 1.806, -1.548], [-1.285, -2.393, -0.337], [-0.083, -2.910, -0.108], [0.954, -2.107, 0.411], [2.198, -2.783, 0.637], [2.764, -3.279, -0.606], [3.645, -2.222, -1.421], [4.015, -2.939, -2.830], [4.927, -2.071, -0.727], [0.939, -0.630, 0.817], [2.189, 0.204, 1.457], [3.025, 1.199, 0.676], [2.534, 0.059, 2.847], [-2.533, 1.045, 3.865], [-2.391, 2.928, 3.396], [0.202, 1.589, 3.012], [0.107, 2.143, 0.514], [-1.788, 1.915, 0.482], [-3.587, -1.328, -0.816], [-1.852, 1.161, -1.584], [-1.947, -0.105, -3.588], [-3.791, 0.310, -3.673], [-3.209, -1.252, -2.914], [0.068, -3.911, -0.338], [3.478, -4.135, -0.313], [2.017, -3.736, -1.336], [3.152, -1.209, -1.573], [3.115, -3.083, -3.509], [4.895, -2.407, -3.343], [4.413, -3.997, -2.590], [5.555, -2.651, -1.216], [3.342, 0.679, -0.162], [2.376, 1.934, 0.345], [2.952, 0.890, 3.171], [-3.631, 5.532, 1.882], [-3.496, 4.243, 0.677], [-5.019, 5.249, 2.941], [-2.141, 5.658, 2.829], [-3.785, 6.474, 1.360]],
  "forces_ev_per_angstrom": [[0.766, 0.619, -0.890], [-0.558, -0.324, 0.606], [0.859, 1.384, 1.245], [2.641, -3.835, -0.135], [-0.986, 0.805, 0.078], [-0.283, -0.550, -0.923], [0.941, -0.639, -0.999], [0.786, -0.816, -0.807], [-0.039, -0.530, -0.220], [1.200, -0.752, 0.216], [0.135, 3.444, 0.765], [1.898, 3.139, 1.387], [1.892, 0.291, 0.986], [-2.944, 1.315, -1.526], [1.624, -0.858, -1.253], [1.188, -1.636, -0.664], [0.038, -0.351, 0.552], [-1.003, -0.191, -0.933], [-4.959, -1.871, -1.658], [1.912, 0.564, 2.387], [-1.840, -1.332, -0.013], [-1.562, 0.761, -2.694], [1.991, 1.314, 0.813], [-0.857, -1.872, -1.690], [-1.497, -1.841, -0.771], [-1.425, -0.929, -0.054], [1.420, -0.669, 0.279], [1.272, 1.140, 0.947], [-1.871, -0.480, 0.162], [-1.576, 0.153, 0.839], [1.517, -0.555, 0.992], [0.353, 1.589, 0.013], [-0.152, 0.965, 0.338], [-1.131, 1.449, -0.306], [0.495, 0.674, 1.121], [0.567, -1.251, 0.309], [1.246, 0.422, 0.707], [-1.662, -0.518, 0.670], [-0.681, 1.524, -0.240], [-0.533, 0.695, 0.675], [-0.029, 0.727, 0.326], [0.688, -0.263, -0.134], [0.142, -0.944, -0.502], [-0.082, 0.033, 0.114], [-0.057, 0.118, 0.020], [0.163, 0.033, -0.141], [-0.056, 0.036, -0.084], [0.046, -0.188, 0.090]],
  "total_energy_ev": -88762.5578,
  "total_charge": 1,
  "homo_lumo_gap_ev": 5.238,
  "max_force_ha_per_bohr": 0.10800
}

***

No. 5
{
  "formula": "CH5OS2",
  "method": "ωB97M-V/def2-TZVPD",
  "species": ["O", "H", "C", "S", "S", "H", "H", "H", "H"],
  "positions_angstrom": [[-0.702, -1.707, -1.313], [-1.471, -1.210, -1.613], [-0.312, 0.053, 0.789], [0.391, -0.302, -0.935], [2.095, 1.089, -0.596], [-1.217, -0.586, 0.761], [-0.749, 1.021, 0.984], [0.328, -0.381, 1.564], [1.638, 2.023, 0.358]],
  "forces_ev_per_angstrom": [[-1.300, -0.236, 0.075], [-0.258, -0.458, -0.198], [-0.829, -2.213, -1.246], [-0.297, -0.192, 0.788], [0.809, 2.439, 1.661], [0.426, -0.013, 0.080], [0.759, 0.722, -0.086], [0.103, 0.627, -0.066], [0.588, -0.676, -1.009]],
  "total_energy_ev": -24835.5776,
  "total_charge": -1,
  "homo_lumo_gap_ev": 6.678,
  "max_force_ha_per_bohr": 0.05950
}

***

No. 6
{
  "formula": "C3H5N2O2",
  "method": "ωB97M-V/def2-TZVPD",
  "species": ["C", "C", "C", "N", "N", "O", "O", "H", "H", "H", "H", "H"],
  "positions_angstrom": [[-1.608, 1.418, -0.764], [1.092, -0.523, 0.274], [0.045, -1.414, 0.867], [-0.465, 1.570, -0.151], [2.228, -0.603, 0.007], [3.276, -0.163, -0.348], [-1.921, 1.995, -1.849], [-2.262, 0.576, -0.208], [0.180, 2.061, -0.699], [0.716, -2.134, 1.388], [-0.544, -1.894, 0.133], [-0.735, -0.889, 1.350]],
  "forces_ev_per_angstrom": [[0.300, -0.155, -0.849], [-1.839, -1.601, 0.586], [2.067, 0.149, -0.463], [-0.616, -1.966, 2.242], [-1.842, 1.269, 0.305], [3.177, 0.229, -0.943], [-0.949, -1.052, 0.939], [0.456, 1.666, -1.131], [0.854, 1.330, -1.156], [-1.406, 0.190, 0.356], [-0.103, -0.882, -1.345], [-0.100, 0.822, 1.459]],
  "total_energy_ev": -10264.3602,
  "total_charge": -1,
  "homo_lumo_gap_ev": 7.183,
  "max_force_ha_per_bohr": 0.06460
}

***

- Number 3 is which compound?
  C9H12N2O3S

***

Copy entry 3 word for word.
{
  "formula": "C9H12N2O3S",
  "method": "ωB97M-V/def2-TZVPD",
  "species": ["C", "C", "C", "C", "C", "C", "C", "C", "C", "N", "N", "O", "O", "O", "S", "H", "H", "H", "H", "H", "H", "H", "H", "H", "H", "H", "H"],
  "positions_angstrom": [[-4.197, 0.023, 0.076], [-3.219, -0.320, -0.901], [-3.703, 0.536, 1.270], [-1.876, -0.379, -0.606], [-2.335, 0.504, 1.588], [-1.445, 0.013, 0.646], [2.811, 1.992, -0.281], [1.719, -2.301, 0.485], [1.597, 2.079, 0.500], [0.692, -1.434, 0.066], [0.424, 2.374, -0.228], [-0.566, 2.683, 0.387], [0.570, 2.423, -1.476], [0.845, -0.233, 2.335], [0.338, -0.214, 0.934], [-5.264, -0.242, -0.174], [-3.543, -0.745, -1.920], [-4.335, 0.816, 1.972], [-1.184, -0.530, -1.424], [-1.896, 1.001, 2.498], [3.489, 1.079, -0.080], [2.583, 2.096, -1.293], [3.321, 2.865, -0.066], [2.721, -1.779, 0.531], [1.837, -3.040, -0.286], [1.401, -2.778, 1.548], [1.524, 2.141, 1.619]],
  "forces_ev_per_angstrom": [[0.882, -0.872, -1.390], [-1.772, -1.342, -0.968], [2.486, -1.786, -2.399], [-0.059, 0.923, -0.908], [0.881, 1.028, 0.349], [0.140, -0.356, 0.316], [1.167, -2.609, 0.986], [0.989, -0.637, 2.271], [-1.326, -1.472, 1.425], [-1.536, 1.074, -0.517], [2.124, 1.261, -1.463], [-1.386, 0.130, 0.284], [-1.386, -0.225, 1.115], [-1.364, 0.202, -1.078], [1.583, 0.065, 1.341], [1.196, 0.940, 0.640], [0.433, 0.963, 1.680], [-2.855, 1.466, 3.206], [0.101, -0.516, 0.291], [-0.852, -0.881, -0.824], [-1.131, 1.440, -0.154], [-0.309, -0.435, -1.566], [1.783, 1.787, 0.736], [-0.889, -0.527, 0.486], [-0.071, -0.649, -0.022], [1.183, 0.904, -2.353], [-0.012, 0.126, -1.486]],
  "total_energy_ev": -29477.4324,
  "total_charge": 0,
  "homo_lumo_gap_ev": [7.038, 7.451],
  "max_force_ha_per_bohr": 0.08822
}